No. 1
Entry from OMol25: a structure of composition C22H42AsIN10OP (wB97M-V/def2-TZVPD).

```
! RIJCOSX wB97M-V def2-TZVPD def2/J DEFGRID3
* xyz -1 1
N -1.057 -2.025 -4.352
C 0.015 -0.988 -4.390
C 1.356 -1.504 -3.767
C 1.578 -0.992 -2.298
C 0.439 -1.469 -1.340
As -0.332 -0.043 -0.101
P 1.801 0.830 0.422
O 2.064 0.555 2.088
I 1.580 3.304 0.234
H -0.710 -2.881 -3.936
H -1.800 -1.621 -3.786
H 0.230 -0.824 -5.475
H -0.317 -0.013 -3.990
H 1.444 -2.611 -3.834
H 2.167 -1.098 -4.404
H 2.527 -1.447 -1.934
H 1.702 0.107 -2.360
H -0.393 -1.949 -1.899
H 0.876 -2.260 -0.684
H -0.149 -1.039 1.140
H -0.997 1.044 0.856
H -0.533 0.958 -1.304
H -1.716 -0.679 -0.300
H 2.141 -0.398 2.270
C 5.965 1.768 2.088
C 4.737 2.367 1.546
N 3.769 2.817 1.114
H 6.834 2.324 1.738
H 5.940 1.794 3.177
H 6.048 0.732 1.758
C -2.445 4.174 1.037
C -2.003 3.975 -0.347
N -1.650 3.745 -1.411
H -1.867 4.973 1.501
H -3.497 4.438 1.064
H -2.291 3.255 1.595
C -0.282 1.220 3.933
C -1.584 1.837 3.626
N -2.603 2.306 3.380
H 0.524 1.869 3.594
H -0.188 1.064 5.006
H -0.200 0.259 3.423
C -6.110 5.952 -0.289
C -5.451 5.806 1.018
N -4.929 5.693 2.032
H -5.765 6.862 -0.777
H -5.871 5.097 -0.920
H -7.189 6.007 -0.154
C 5.470 -0.044 -5.646
C 4.812 -1.258 -5.139
N 4.300 -2.201 -4.738
H 4.958 0.840 -5.266
H 6.508 -0.022 -5.320
H 5.438 -0.034 -6.735
C 3.884 -1.471 5.198
C 2.571 -1.449 4.536
N 1.550 -1.431 4.017
H 3.852 -0.862 6.100
H 4.146 -2.494 5.466
H 4.643 -1.074 4.525
C -0.647 -1.095 7.908
C 0.448 -0.299 7.332
N 1.298 0.320 6.878
H -1.599 -0.597 7.728
H -0.669 -2.081 7.446
H -0.499 -1.206 8.981
C -4.000 -3.327 -0.309
C -3.605 -2.073 -0.966
N -3.279 -1.099 -1.476
H -3.440 -4.159 -0.735
H -3.791 -3.267 0.759
H -5.065 -3.503 -0.456
C -2.996 -4.728 -6.213
C -3.782 -5.266 -5.090
N -4.395 -5.685 -4.217
H -3.157 -5.337 -7.101
H -3.301 -3.704 -6.422
H -1.938 -4.736 -5.962
*
```

HOMO-LUMO gap ... 4.54 eV
HOMO level ... -2.340 eV

---

No. 2
Entry from OMol25: a cluster of 9 separate species, C22H42BBr16F4N in total (wB97M-V/def2-TZVPD).

```
! RIJCOSX wB97M-V def2-TZVPD def2/J DEFGRID3
* xyz 0 1
C 0.021 -0.126 -2.556
C 0.134 0.816 -3.794
B -0.315 2.262 -3.410
C -1.787 2.792 -3.559
C -2.735 2.046 -2.649
N -3.073 2.522 -1.502
C 0.800 3.291 -2.864
F 1.472 3.744 -4.004
F 0.270 4.405 -2.235
C 1.865 2.712 -1.929
F 1.231 2.215 -0.787
F 2.728 3.720 -1.518
H 0.909 -0.061 -1.926
H -0.096 -1.159 -2.913
H -0.841 0.122 -1.927
H 1.173 0.811 -4.153
H -0.490 0.414 -4.603
H -2.099 2.630 -4.600
H -1.854 3.856 -3.324
H -3.095 1.078 -3.005
H -3.701 1.883 -1.021
H 2.468 1.923 -2.393
Br 0.391 -3.393 -4.716
C 1.208 -4.368 -3.241
C 0.780 -5.814 -3.217
Br -1.056 -6.012 -2.616
H 0.922 -3.844 -2.334
H 2.282 -4.287 -3.389
H 1.386 -6.381 -2.515
H 0.836 -6.271 -4.199
Br -3.075 -2.359 -3.222
C -3.923 -3.948 -3.950
C -5.100 -4.384 -3.116
Br -4.520 -5.193 -1.449
H -3.146 -4.706 -3.997
H -4.239 -3.685 -4.958
H -5.671 -5.149 -3.635
H -5.751 -3.556 -2.854
Br 1.132 5.959 3.981
C 1.470 5.224 2.210
C 0.705 3.952 1.971
Br 1.457 2.450 2.952
H 2.542 5.076 2.139
H 1.157 5.991 1.506
H 0.755 3.677 0.921
H -0.333 4.034 2.277
Br 5.502 1.223 -0.527
C 5.645 3.138 -0.214
C 7.001 3.671 -0.588
Br 8.371 3.158 0.693
H 5.420 3.292 0.836
H 4.873 3.598 -0.824
H 6.989 4.758 -0.593
H 7.330 3.306 -1.555
Br 0.159 -9.144 -0.201
C -1.457 -8.786 0.821
C -2.626 -9.601 0.334
Br -3.302 -8.932 -1.359
H -1.642 -7.720 0.738
H -1.219 -9.039 1.851
H -3.453 -9.535 1.036
H -2.362 -10.642 0.177
Br -6.951 -8.113 -7.012
C -6.454 -6.378 -6.298
C -6.238 -5.358 -7.386
Br -4.575 -5.666 -8.342
H -5.558 -6.536 -5.706
H -7.276 -6.075 -5.653
H -6.164 -4.358 -6.966
H -7.031 -5.383 -8.125
Br 0.081 6.283 8.414
C 1.449 7.428 7.638
C 2.784 7.218 8.296
Br 2.855 7.999 10.075
H 1.093 8.447 7.736
H 1.503 7.153 6.588
H 3.576 7.698 7.727
H 3.019 6.165 8.414
Br 5.096 4.583 9.767
C 3.483 3.587 10.212
C 2.641 4.302 11.235
Br 3.425 4.214 13.012
H 3.810 2.612 10.555
H 2.932 3.481 9.280
H 1.665 3.830 11.314
H 2.519 5.355 11.003
*
```

SMILES string ... [H]/N=C/CB(CC)C(F)(F)C(F)F.BrCCBr.BrCCBr.BrCCBr.BrCCBr.BrCCBr.BrCCBr.BrCCBr.BrCCBr
HOMO-LUMO gap ... 9.78 eV
Energy above the lowest of the compared OMol25 structures with the same formula, charge and spin ... 0.0 kcal per mole
HOMO level ... -9.934 eV